This record from the Open Molecules 2025 dataset describes a structure of composition C34H30NO7RhS2Te. The level of theory is the ωB97M-V functional and the def2-TZVPD basis.

For the total energy, the calculation gives -83528.191 eV. As for the charge: 0. As for the HOMO-LUMO gap (spin up / spin down): 6.99 / 6.27 eV. As for the LUMO energy (spin up / spin down): -0.4087 / -1.7290 eV. As for the expectation value of S²: 6.0242. Its HOMO energy (spin up / spin down) is -7.40 / -8.00 eV. As for the spin multiplicity: 5.

Last column: Löwdin spin population.
Cartesian coordinates (Å):
1 Rh 2.52465 -2.14879 0.88442  2.47
2 O 0.11359 -1.33445 2.25362  0.04
3 S -0.41995 -2.55563 1.53331  0.02
4 O 0.55075 -3.07023 0.49644  0.14
5 O -2.70427 2.95176 0.68959  0.00
6 C -0.24386 -3.86065 2.89026  0.00
7 C -1.51663 -3.98057 3.50059  0.00
8 C -1.72985 -4.98891 4.40248  0.00
9 C -0.71231 -5.82117 4.77295  0.00
10 C 0.55224 -5.59513 4.31382  0.00
11 C 0.85017 -4.48660 3.46172  0.00
12 S 2.47037 -4.04452 2.89390  0.02
13 O 2.51419 -4.22828 1.39259  0.07
14 O 3.39724 -4.94292 3.55227  0.02
15 O 2.55746 -2.52899 2.97507  0.13
16 H -2.33607 -3.31804 3.15819  0.00
17 H -2.71393 -5.05843 4.88509  0.00
18 H -0.95711 -6.60490 5.48171  0.00
19 H 1.39218 -6.27535 4.61186  0.00
20 N 2.67051 -0.35335 0.97329  0.65
21 C 3.29885 0.72716 0.79683  0.10
22 C 2.64731 2.00325 0.40764  0.03
23 C 3.30303 3.15396 -0.07058  0.00
24 C 2.54762 4.33720 -0.31853  0.00
25 C 1.20875 4.42336 -0.04908  -0.01
26 C 0.60445 3.28788 0.52516  0.00
27 C 1.32691 2.12511 0.86443  0.00
28 C 4.85355 0.67641 0.79714  0.05
29 C 5.60169 1.50660 1.55557  0.01
30 C 6.97481 1.34441 1.62603  0.01
31 C 7.59136 0.25331 0.96381  0.00
32 C 6.84646 -0.55575 0.13156  0.00
33 C 5.44153 -0.35317 0.01770  0.01
34 H 4.40447 3.17175 -0.29901  0.00
35 H 3.05205 5.21273 -0.77421  0.00
36 H 0.61387 5.34573 -0.25242  0.00
37 H -0.47458 3.27547 0.81733  0.00
38 H 0.82443 1.28767 1.32257  0.00
39 H 5.12799 2.32888 2.09350  0.00
40 H 7.55713 2.00688 2.27098  0.00
41 H 8.68290 0.08122 1.03355  0.00
42 H 7.23770 -1.44937 -0.32801  0.00
43 H 4.78836 -0.89569 -0.66238  0.00
44 Te -3.42954 1.67104 -0.38470  0.00
45 C -3.71584 1.70526 -2.50019  0.00
46 C -3.02789 0.70837 -3.23782  0.00
47 C -2.98967 0.79709 -4.59113  0.00
48 C -3.52966 1.96363 -5.17857  0.00
49 C -4.13288 2.99731 -4.44142  0.00
50 C -4.26089 2.87652 -3.08455  0.00
51 C -5.39282 2.35484 0.21730  0.00
52 C -6.36825 1.74502 -0.55731  0.00
53 C -7.35719 2.54757 -1.15588  0.00
54 C -7.68124 3.75640 -0.58806  0.00
55 C -6.86964 4.21272 0.45488  0.00
56 C -5.71917 3.60557 0.83658  0.00
57 H -2.35113 0.00344 -2.83357  0.00
58 H -2.55158 0.03142 -5.15949  0.00
59 H -3.53157 2.01464 -6.28139  0.00
60 H -4.46505 3.93351 -4.98550  0.00
61 H -4.66545 3.59848 -2.40603  0.00
62 H -6.39193 0.64524 -0.71596  0.00
63 H -8.03052 2.18877 -1.93364  0.00
64 H -8.54460 4.34445 -0.96054  0.00
65 H -7.16607 5.14091 0.98698  0.00
66 H -5.09387 4.04786 1.58457  0.00
67 C 0.52750 -2.32670 -2.62324  0.02
68 C 1.82053 -2.47336 -1.90889  0.11
69 C 2.79009 -3.44819 -2.55232  0.01
70 O 2.20194 -1.64137 -1.01322  0.07
71 H 0.06048 -3.32072 -2.61242  0.01
72 H 0.72188 -2.02426 -3.67470  0.00
73 H -0.21033 -1.62686 -2.19648  0.00
74 H 3.65978 -2.91575 -3.03458  0.00
75 H 2.19749 -4.04148 -3.31607  0.00
76 H 3.17705 -4.12122 -1.74539  0.00

=====

This record from the Open Molecules 2025 dataset describes a structure of composition C21H17FeNTe4. The level of theory is the ωB97M-V functional and the def2-TZVPD basis.

For the total energy, the calculation gives -87104.274 eV. As for the charge: -1. As for the HOMO-LUMO gap (spin up / spin down): 5.79 / 5.61 eV. As for the LUMO energy (spin up / spin down): 2.2006 / 1.8979 eV. As for the expectation value of S²: 8.8226. Its HOMO energy (spin up / spin down) is -3.59 / -3.71 eV. As for the spin multiplicity: 6.

Last column: Löwdin spin population.
Cartesian coordinates (Å):
1 Fe 2.13497 -3.00932 -0.83521  3.61
2 Te 1.25252 -4.75848 -2.74376  0.11
3 Te 3.89973 -4.42850 -2.84320  0.04
4 Te 4.79565 -4.05723 -0.15761  0.05
5 Te 2.70532 -4.57761 1.42554  0.11
6 C 0.56697 -1.90777 -0.13155  0.27
7 C -0.40870 -1.25862 0.26182  0.10
8 C -1.47477 -0.50941 0.73872  0.29
9 C -1.20036 0.54906 1.71658  0.02
10 C -2.15849 1.00975 2.63148  0.05
11 C -1.84908 1.99104 3.56141  0.00
12 C -0.57452 2.54197 3.60803  0.06
13 C 0.39130 2.08257 2.71917  0.00
14 C 0.08624 1.09961 1.79281  0.05
15 C -2.82175 -0.79356 0.21339  0.02
16 C -3.82915 0.17840 0.15012  0.05
17 C -5.07406 -0.11098 -0.38972  0.00
18 C -5.34940 -1.37782 -0.88519  0.06
19 C -4.35447 -2.34849 -0.84560  0.00
20 C -3.11022 -2.06116 -0.30942  0.05
21 H -3.14505 0.56644 2.63446  0.00
22 H -2.60641 2.31700 4.26427  0.00
23 H -0.33328 3.30747 4.33465  0.00
24 H 1.39457 2.49024 2.75294  0.00
25 H 0.84287 0.72872 1.10974  0.00
26 H -3.62263 1.18104 0.50046  0.00
27 H -5.83004 0.66409 -0.43393  0.00
28 H -6.32111 -1.60323 -1.30616  0.00
29 H -4.54843 -3.33908 -1.23802  0.00
30 H -2.33165 -2.81352 -0.29054  0.00
31 C 3.29503 3.29604 -1.41490  0.00
32 C 3.12288 1.80717 -1.53716  0.00
33 C 1.93498 1.25110 -1.98976  0.00
34 C 1.81068 -0.12612 -2.06446  0.01
35 N 2.79047 -0.96758 -1.73501  0.03
36 C 3.94149 -0.43661 -1.33120  0.01
37 C 4.14849 0.93059 -1.21239  0.00
38 H 2.33163 3.79791 -1.33322  0.00
39 H 3.80659 3.69401 -2.29398  0.00
40 H 3.89516 3.55168 -0.54153  0.00
41 H 1.09373 1.87997 -2.25296  0.00
42 H 0.88161 -0.58547 -2.37733  0.00
43 H 4.72066 -1.14465 -1.07201  0.00
44 H 5.10005 1.29932 -0.84974  0.00